Entry 1:
An isolated molecule of C3H4OS at a distorted geometry, computed with ωB97M-V/def2-TZVPD.

Output
Spin multiplicity: 1
SMILES: C=CSC=O

CARTESIAN COORDINATES (ANGSTROEM)
C (-1.96, 0.12, -0.08)
C (-0.62, 0.16, 0.04)
S (0.56, -1.20, 0.00)
C (2.06, -0.31, -0.03)
O (2.11, 0.88, -0.04)
H (-2.49, -0.77, -0.12)
H (-2.47, 1.03, 0.09)
H (-0.10, 1.08, 0.17)
H (2.92, -0.99, -0.03)


Entry 2:
A structure of composition C3H4OS at a distorted geometry, computed with ωB97M-V/def2-TZVPD.

Output
Spin multiplicity: 1

CARTESIAN COORDINATES (ANGSTROEM)
C (0.04, 0.08, -0.01)
C (-0.68, -0.89, 0.62)
C (0.34, -1.88, -0.29)
H (-1.64, -0.85, 0.59)
H (-0.46, -0.58, 1.79)
H (-0.11, -2.85, -0.70)
H (1.26, -1.97, 0.65)
O (0.60, -0.63, -0.98)
S (-0.13, 1.72, 0.23)


Entry 3:
An isolated molecule of C3H4OS at a distorted geometry, computed with ωB97M-V/def2-TZVPD.

Output
Spin multiplicity: 1

CARTESIAN COORDINATES (ANGSTROEM)
C (0.01, -0.11, -0.08)
C (-0.48, 1.14, 0.18)
C (-0.75, -1.21, -0.34)
O (2.84, 0.53, 0.59)
S (1.92, -0.32, -0.26)
H (0.13, 2.03, -0.10)
H (-1.52, 1.43, 0.44)
H (-1.73, -1.32, 0.22)
H (-0.43, -2.16, -0.64)


Entry 4:
An isolated molecule of C3H4OS2 at a distorted geometry, computed with ωB97M-V/def2-TZVPD.

Output
Spin multiplicity: 1
SMILES: CSC(=O)C=S

CARTESIAN COORDINATES (ANGSTROEM)
C (1.87, 0.01, 0.55)
S (0.56, -0.94, -0.25)
C (-0.78, 0.34, -0.45)
O (-0.64, 1.48, -0.24)
C (-2.07, -0.31, -0.61)
S (-3.38, -0.34, 0.38)
H (1.77, 1.02, 0.79)
H (2.07, -0.54, 1.53)
H (2.73, 0.04, -0.12)
H (-2.14, -0.75, -1.58)


Entry 5:
A structure of composition C3H4OTl at a distorted geometry, computed with ωB97M-V/def2-TZVPD.

Output
Expectation value of S²: 0.755
Spin multiplicity: 2

CARTESIAN COORDINATES (ANGSTROEM)
O (-0.54, -0.98, 0.98)
C (0.53, -0.21, 0.54)
C (1.56, -0.31, -0.51)
Tl (-1.57, 0.53, -0.92)
H (-0.97, -0.57, 1.74)
H (1.38, -0.87, -1.44)
H (2.60, -0.35, -0.18)
C (0.71, 0.97, -0.25)
H (1.21, 1.87, 0.14)


Entry 6:
An isolated molecule of C3H4P2 at a distorted geometry, computed with ωB97M-V/def2-TZVPD.

Output
Spin multiplicity: 1

CARTESIAN COORDINATES (ANGSTROEM)
C (0.25, 0.63, 0.24)
C (-0.49, -0.45, 0.47)
C (-0.33, -1.69, -0.69)
P (0.08, -3.32, 0.14)
P (-1.64, -2.98, -0.90)
H (0.15, 1.49, 0.91)
H (0.97, 0.64, -0.66)
H (-1.19, -0.72, 1.15)
H (0.25, -1.34, -1.64)


Entry 7:
A structure of composition C3H4P2 at a distorted geometry, computed with ωB97M-V/def2-TZVPD.

Output
Spin multiplicity: 1

CARTESIAN COORDINATES (ANGSTROEM)
C (-0.59, 0.20, 1.26)
C (-0.04, -0.52, -0.89)
C (0.38, 0.20, 0.35)
P (1.80, 1.14, -0.19)
P (1.79, -0.43, -1.49)
H (-1.57, -0.24, 1.23)
H (-0.36, 0.81, 2.14)
H (-0.80, -1.33, -0.93)
H (-0.60, 0.17, -1.48)


Entry 8:
An isolated molecule of C3H4P2 at a distorted geometry, computed with ωB97M-V/def2-TZVPD.

Output
Spin multiplicity: 1
SMILES: P[C@@]12C=C1P2

CARTESIAN COORDINATES (ANGSTROEM)
P (1.62, -0.19, -0.24)
C (-0.18, 0.24, -0.68)
C (-0.64, 1.51, -0.10)
C (-0.99, 0.60, 0.77)
P (-1.51, -0.86, -0.16)
H (1.08, -0.75, 0.92)
H (1.82, -1.26, -0.94)
H (-0.36, 2.61, -0.09)
H (-0.83, -1.91, 0.53)


For reference, total energy by record: -16057.349 -16054.331 -16054.469 -26892.179 -9911.767 -21750.361 -21750.257 -21747.778 eV.
For reference, relative energy (zero: lowest compared OMol25 entry of this formula, charge and spin) by record: 17.54 87.15 83.95 39.43 0.00 19.92 22.32 79.49 kcal per mole.